Here is a 12-piece molecular cluster, C56H118Br4N12O overall at a distorted geometry from the Open Molecules 2025 dataset. Energies are from ωB97M-V/def2-TZVPD.

Values from the calculation:
HOMO level: -8.3132 eV
Max |F|: 6.138 eV/A
E_LUMO: -5.91 eV
2S+1: 1
Relative energy (zero: lowest compared OMol25 entry of this formula, charge and spin): 187.9 kJ/mol
Frontier orbital gap: 2.40 eV
Charge: +4

Each atom is followed by the atoms it is bonded to, with distances in Å.
Cartesian coordinates (Å):
1 C -11.267 3.987 -5.202  C2 1.515, H9 1.090, H10 1.090, H11 1.090
2 C -10.528 3.751 -6.504  C1 1.515, N3 1.456, H12 1.090, H13 1.090
3 N -9.106 4.052 -6.419  C2 1.456, C4 1.415, C7 1.417
4 C -8.474 4.961 -5.538  N3 1.415, C5 1.378, H14 1.080
5 C -7.142 4.902 -5.881  C4 1.378, N6 1.391, H15 1.080
6 N -6.974 4.221 -7.082  C5 1.391, C7 1.381, C8 1.451
7 C -8.153 3.547 -7.337  N3 1.417, N6 1.381, H16 1.080
8 C -5.729 4.069 -7.813  N6 1.451, H17 1.090, H18 1.090, H19 1.090
9 H -11.247 5.047 -4.950  C1 1.090
10 H -10.919 3.374 -4.371  C1 1.090
11 H -12.302 3.803 -5.487  C1 1.090
12 H -10.891 4.360 -7.332  C2 1.090
13 H -10.630 2.712 -6.819  C2 1.090
14 H -9.045 5.345 -4.705  C4 1.080
15 H -6.350 5.468 -5.412  C5 1.080
16 H -8.449 2.846 -8.103  C7 1.080
17 H -5.936 3.459 -8.692  C8 1.090
18 H -4.993 3.631 -7.139  C8 1.090
19 H -5.536 5.071 -8.196  C8 1.090
20 C -3.564 1.601 -0.969  C21 1.546, H28 1.090, H29 1.090, H30 1.090
21 C -3.103 2.679 0.038  C20 1.546, N22 1.416, H31 1.090, H32 1.090
22 N -1.710 2.603 0.285  C21 1.416, C23 1.355, C26 1.380
23 C -0.684 3.175 -0.388  N22 1.355, C24 1.401, H33 1.080
24 C 0.490 2.796 0.276  C23 1.401, N25 1.387, H34 1.080
25 N 0.144 2.041 1.386  C24 1.387, C26 1.342, C27 1.467
26 C -1.179 1.833 1.301  N22 1.380, N25 1.342, H35 1.080
27 C 1.222 1.630 2.292  N25 1.467, H36 1.090, H37 1.090, H38 1.090
28 H -4.530 1.869 -1.399  C20 1.090
29 H -3.713 0.730 -0.331  C20 1.090
30 H -2.796 1.357 -1.702  C20 1.090
31 H -3.706 2.670 0.946  C21 1.090
32 H -3.269 3.678 -0.365  C21 1.090
33 H -0.903 3.725 -1.291  C23 1.080
34 H 1.548 2.941 0.113  C24 1.080
35 H -1.727 1.103 1.877  C26 1.080
36 H 0.758 0.946 3.003  C27 1.090
37 H 1.490 2.422 2.992  C27 1.090
38 H 2.163 1.381 1.802  C27 1.090
39 C 6.754 0.817 10.317  C40 1.511, H47 1.090, H48 1.090, H49 1.090
40 C 7.374 1.666 9.233  C39 1.511, N41 1.371, H50 1.090, H51 1.090
41 N 8.693 1.379 8.989  C40 1.371, C42 1.361, C45 1.378
42 C 9.744 1.762 9.764  N41 1.361, C43 1.456, H52 1.080
43 C 10.901 1.451 8.938  C42 1.456, N44 1.313, H53 1.080
44 N 10.485 1.053 7.758  C43 1.313, C45 1.352, C46 1.411
45 C 9.156 0.810 7.822  N41 1.378, N44 1.352, H54 1.080
46 C 11.306 0.813 6.636  N44 1.411, H55 1.090, H56 1.090, H57 1.090
47 H 7.323 0.822 11.247  C39 1.090
48 H 6.749 -0.250 10.092  C39 1.090
49 H 5.769 1.123 10.670  C39 1.090
50 H 7.136 2.726 9.325  C40 1.090
51 H 6.857 1.430 8.303  C40 1.090
52 H 9.486 2.094 10.758  C42 1.080
53 H 11.947 1.663 9.107  C43 1.080
54 H 8.623 0.643 6.898  C45 1.080
55 H 12.323 0.608 6.970  C46 1.090
56 H 11.320 1.532 5.816  C46 1.090
57 H 10.970 -0.044 6.052  C46 1.090
58 C -15.446 -4.756 6.049  C59 1.596, H66 1.090, H67 1.090, H68 1.090
59 C -14.787 -5.189 4.661  C58 1.596, N60 1.419, H69 1.090, H70 1.090
60 N -13.743 -4.287 4.332  C59 1.419, C61 1.364, C64 1.399
61 C -12.564 -4.171 5.009  N60 1.364, C62 1.383, H71 1.080
62 C -11.903 -3.106 4.424  C61 1.383, N63 1.394, H72 1.080
63 N -12.550 -2.701 3.257  C62 1.394, C64 1.420, C65 1.417
64 C -13.765 -3.435 3.223  N60 1.399, N63 1.420, H73 1.080
65 C -12.268 -1.657 2.342  N63 1.417, H74 1.090, H75 1.090, H76 1.090
66 H -16.175 -5.518 6.324  C58 1.090
67 H -16.054 -3.861 5.918  C58 1.090
68 H -14.763 -4.637 6.890  C58 1.090
69 H -15.525 -5.299 3.867  C59 1.090
70 H -14.297 -6.151 4.813  C59 1.090
71 H -12.275 -4.832 5.812  C61 1.080
72 H -11.042 -2.537 4.739  C62 1.080
73 H -14.542 -3.558 2.482  C64 1.080
74 H -12.362 -0.691 2.839  C65 1.090
75 H -12.848 -1.610 1.420  C65 1.090
76 H -11.258 -1.805 1.959  C65 1.090
77 C 1.676 8.743 3.389  C78 1.603, H87 1.090, H88 1.090, H89 1.090
78 C 2.663 9.967 3.075  C77 1.603, C79 1.589, H90 1.090, H91 1.090
79 C 3.310 9.924 1.624  C78 1.589, C80 1.569, H92 1.090, H93 1.090
80 C 4.371 11.051 1.370  C79 1.569, N81 1.598, H94 1.090, H95 1.090
81 N 4.663 11.316 -0.179  C80 1.598, C82 1.548, C85 1.511, C86 1.592
82 C 5.915 12.226 -0.159  N81 1.548, C83 1.574, H96 1.090, H97 1.090
83 C 5.942 12.893 -1.585  C82 1.574, C84 1.564, H98 1.090, H99 1.090
84 C 4.422 12.946 -1.949  C83 1.564, C85 1.531, H100 1.090, H101 1.090
85 C 3.694 12.321 -0.756  N81 1.511, C84 1.531, H102 1.090, H103 1.090
86 C 4.975 9.993 -1.008  N81 1.592, H104 1.090, H105 1.090, H106 1.090
87 H 1.198 9.026 4.327  C77 1.090
88 H 2.370 7.909 3.493  C77 1.090
89 H 0.995 8.403 2.609  C77 1.090
90 H 3.247 10.037 3.992  C78 1.090
91 H 2.124 10.913 3.125  C78 1.090
92 H 2.535 10.167 0.896  C79 1.090
93 H 3.898 9.012 1.523  C79 1.090
94 H 5.366 10.704 1.648  C80 1.090
95 H 4.391 12.033 1.842  C80 1.090
96 H 6.752 11.544 -0.007  C82 1.090
97 H 5.745 12.954 0.633  C82 1.090
98 H 6.482 12.222 -2.252  C83 1.090
99 H 6.589 13.768 -1.642  C83 1.090
100 H 4.217 12.456 -2.901  C84 1.090
101 H 4.170 13.994 -2.106  C84 1.090
102 H 2.794 11.729 -0.923  C85 1.090
103 H 3.457 13.168 -0.112  C85 1.090
104 H 5.103 10.321 -2.040  C86 1.090
105 H 4.136 9.323 -0.821  C86 1.090
106 H 5.954 9.603 -0.730  C86 1.090
107 C 3.133 -10.403 2.742  C108 1.509, H117 1.090, H118 1.090, H119 1.090
108 C 1.737 -10.655 2.226  C107 1.509, C109 1.540, H120 1.090, H121 1.090
109 C 0.960 -9.433 1.699  C108 1.540, C110 1.588, H122 1.090, H123 1.090
110 C 1.790 -8.344 0.895  C109 1.588, N111 1.577, H124 1.090, H125 1.090
111 N 1.050 -6.983 0.600  C110 1.577, C112 1.544, C115 1.536, C116 1.566
112 C -0.241 -7.289 -0.190  N111 1.544, C113 1.497, H126 1.090, H127 1.090
113 C -0.547 -6.035 -0.949  C112 1.497, C114 1.569, H128 1.090, H129 1.090
114 C 0.789 -5.222 -1.066  C113 1.569, C115 1.582, H130 1.090, H131 1.090
115 C 1.887 -6.085 -0.322  N111 1.536, C114 1.582, H132 1.090, H133 1.090
116 C 0.545 -6.356 1.944  N111 1.566, H134 1.090, H135 1.090, H136 1.090
117 H 3.672 -11.322 2.971  C107 1.090
118 H 3.233 -9.919 3.714  C107 1.090
119 H 3.834 -9.826 2.139  C107 1.090
120 H 1.074 -11.267 2.837  C108 1.090
121 H 1.967 -11.229 1.328  C108 1.090
122 H 0.401 -8.983 2.519  C109 1.090
123 H 0.117 -9.867 1.162  C109 1.090
124 H 2.211 -8.759 -0.021  C110 1.090
125 H 2.589 -8.044 1.573  C110 1.090
126 H -0.970 -7.667 0.527  C112 1.090
127 H -0.012 -8.150 -0.818  C112 1.090
128 H -1.288 -5.433 -0.423  C113 1.090
129 H -1.087 -6.176 -1.885  C113 1.090
130 H 0.559 -4.256 -0.617  C114 1.090
131 H 1.012 -5.181 -2.132  C114 1.090
132 H 2.549 -5.547 0.356  C115 1.090
133 H 2.418 -6.656 -1.084  C115 1.090
134 H -0.283 -6.948 2.335  C116 1.090
135 H 0.200 -5.326 1.856  C116 1.090
136 H 1.437 -6.347 2.570  C116 1.090
137 C 7.850 0.139 -3.894  C138 1.484, H147 1.090, H148 1.090, H149 1.090
138 C 7.824 -1.344 -3.845  C137 1.484, C139 1.535, H150 1.090, H151 1.090
139 C 8.693 -1.947 -2.732  C138 1.535, C140 1.535, H152 1.090, H153 1.090
140 C 10.139 -2.092 -3.223  C139 1.535, N141 1.599, H154 1.090, H155 1.090
141 N 11.153 -2.396 -2.024  C140 1.599, C142 1.622, C145 1.606, C146 1.557
142 C 10.825 -3.671 -1.076  N141 1.622, C143 1.497, H156 1.090, H157 1.090
143 C 11.300 -4.931 -1.729  C142 1.497, C144 1.523, H158 1.090, H159 1.090
144 C 12.621 -4.445 -2.310  C143 1.523, C145 1.515, H160 1.090, H161 1.090
145 C 12.552 -2.956 -2.580  N141 1.606, C144 1.515, H162 1.090, H163 1.090
146 C 11.396 -1.031 -1.317  N141 1.557, H164 1.090, H165 1.090, H166 1.090
147 H 7.239 0.604 -3.120  C137 1.090
148 H 7.323 0.522 -4.768  C137 1.090
149 H 8.885 0.464 -3.784  C137 1.090
150 H 7.947 -1.782 -4.836  C138 1.090
151 H 6.762 -1.491 -3.648  C138 1.090
152 H 8.293 -2.948 -2.569  C139 1.090
153 H 8.596 -1.355 -1.822  C139 1.090
154 H 10.494 -1.217 -3.768  C140 1.090
155 H 10.216 -2.941 -3.902  C140 1.090
156 H 11.443 -3.396 -0.222  C142 1.090
157 H 9.771 -3.499 -0.856  C142 1.090
158 H 11.554 -5.630 -0.933  C143 1.090
159 H 10.621 -5.472 -2.389  C143 1.090
160 H 13.439 -4.682 -1.630  C144 1.090
161 H 12.791 -5.041 -3.207  C144 1.090
162 H 13.392 -2.420 -2.137  C145 1.090
163 H 12.788 -2.722 -3.618  C145 1.090
164 H 10.549 -0.454 -0.949  C146 1.090
165 H 11.865 -0.456 -2.115  C146 1.090
166 H 12.068 -1.365 -0.526  C146 1.090
167 C -10.337 -4.920 -3.899  N168 1.558, H174 1.090, H175 1.090, H176 1.090
168 N -9.109 -5.530 -4.639  C167 1.558, C169 1.515, C170 1.583, C171 1.576
169 C -7.936 -5.560 -3.681  N168 1.515, H177 1.090, H178 1.090, H179 1.090
170 C -9.387 -7.062 -4.925  N168 1.583, H180 1.090, H181 1.090, H182 1.090
171 C -8.878 -4.905 -6.066  N168 1.576, C172 1.563, H183 1.090, H184 1.090
172 C -7.404 -4.645 -6.516  C171 1.563, O173 1.369, H185 1.090, H186 1.090
173 O -6.848 -3.586 -5.850  C172 1.369, H187 0.960
174 H -11.194 -5.275 -4.471  C167 1.090
175 H -10.247 -3.843 -4.044  C167 1.090
176 H -10.440 -5.410 -2.930  C167 1.090
177 H -7.110 -6.028 -4.216  C169 1.090
178 H -8.280 -6.029 -2.759  C169 1.090
179 H -7.566 -4.543 -3.545  C169 1.090
180 H -8.656 -7.531 -5.584  C170 1.090
181 H -10.401 -7.121 -5.320  C170 1.090
182 H -9.241 -7.683 -4.041  C170 1.090
183 H -9.666 -4.166 -6.213  C171 1.090
184 H -9.315 -5.565 -6.815  C171 1.090
185 H -7.388 -4.285 -7.544  C172 1.090
186 H -6.752 -5.519 -6.505  C172 1.090
187 H -5.989 -3.352 -6.211  O173 0.960
188 Br -0.384 1.329 8.644  no bonds
189 Br -8.395 6.719 1.859  no bonds
190 Br -0.187 8.652 -5.439  no bonds
191 Br -5.178 -3.222 3.434  no bonds